1.
The following is a quantum chemistry calculation of a structure of composition C38H54AsNO3PbS in a non-equilibrium geometry, from OMol25.

Geometry as XYZ:
```
99
Properties=species:S:1:pos:R:3:forces:R:3:mulliken_charge:R:1
Pb -18.4364 6.6038 5.6762 -0.575 -1.663 -0.243 1.12
C -23.4004 8.6830 2.2813 0.792 0.423 0.284 -1.66
C -21.9186 8.3408 2.5030 0.061 -1.066 -0.761 0.79
C -21.1331 8.8053 1.2427 -0.045 -0.545 0.765 -1.62
C -21.7292 6.8248 2.7795 -0.031 1.595 0.681 -0.08
C -21.6753 5.9122 1.7552 -0.156 -0.859 -0.073 -0.27
C -21.6131 4.5335 2.0263 -0.460 0.095 0.983 -1.06
C -21.6644 4.0732 3.3664 0.021 1.092 -0.159 0.89
C -21.7429 2.6138 3.6908 1.834 -0.948 -1.037 -1.24
C -21.6622 5.0426 4.4139 0.562 -1.213 -0.510 -0.52
C -21.6621 6.3927 4.1208 0.044 -0.483 -1.000 -0.68
H -23.5231 9.7395 2.0477 0.057 0.035 -0.174 0.43
H -23.9545 8.5035 3.1682 -0.614 -0.245 0.915 0.44
H -23.8350 8.0867 1.5093 -0.205 -0.370 -0.695 0.39
H -21.6081 8.8540 3.4182 0.243 0.218 -0.182 0.15
H -21.6720 8.4761 0.3348 0.306 0.446 0.379 0.43
H -20.1131 8.3938 1.1957 -0.246 0.046 0.062 0.30
H -21.0557 9.8828 1.3148 -0.073 0.277 -0.498 0.44
H -21.7741 6.2648 0.7337 0.180 -0.157 0.028 0.35
H -21.6285 3.8198 1.1973 0.063 0.192 0.359 0.36
H -21.7255 2.0442 2.7423 -0.087 0.225 0.360 0.37
H -22.6414 2.3001 4.1895 -0.263 0.100 0.575 0.35
H -20.8043 2.2543 4.2154 -1.221 0.430 -0.150 0.19
H -21.6014 4.6765 5.4505 -0.274 0.232 -0.423 0.53
H -21.6914 7.1039 4.9130 -0.120 0.625 0.557 0.86
C -15.4384 2.3769 8.3317 -0.307 0.605 -1.355 -1.04
As -17.1452 2.3826 7.2809 0.309 -0.803 0.204 0.28
C -16.3633 2.3129 5.4579 0.710 -0.567 0.521 -0.76
C -17.4591 0.3987 7.4048 -0.971 1.237 0.631 -1.22
H -14.8688 1.5537 7.9117 0.241 -0.115 0.160 0.41
H -15.6008 2.2327 9.3939 0.003 0.189 0.034 0.39
H -14.9372 3.3324 8.0610 -0.248 -0.604 0.611 0.17
H -16.2325 1.2404 5.1834 0.254 0.867 0.147 0.42
H -15.4116 2.8938 5.4616 -0.697 -0.557 -0.240 0.09
H -17.0885 2.7319 4.7820 -0.122 0.340 -0.415 0.23
H -16.5184 -0.1269 7.4459 0.192 -0.208 -0.040 0.38
H -18.0969 0.0715 6.5866 0.169 -0.032 -0.148 0.36
H -18.0483 0.2661 8.3250 0.396 -0.258 -0.204 0.39
C -11.4026 4.1031 1.3623 -0.983 0.672 1.240 -1.33
C -12.2411 4.7049 2.5035 0.805 -1.347 -1.115 0.89
C -11.9475 4.5203 3.8769 -0.742 0.344 2.516 -0.70
C -12.8268 5.0360 4.8701 1.480 -0.364 -2.125 -0.59
C -13.9494 5.7517 4.4053 -0.546 -0.034 1.135 0.26
C -14.1866 6.0093 3.0470 -0.783 0.724 -1.328 -0.10
C -13.3934 5.4532 2.1142 0.668 -0.261 -0.599 -0.76
S -15.2493 6.2983 5.5300 0.090 0.669 1.720 1.34
O -15.5896 5.2506 6.4995 0.282 0.757 -1.615 -0.35
O -14.7906 7.5222 6.1817 -0.070 -0.958 -1.158 -0.69
O -16.3255 6.5527 4.5220 0.133 0.116 0.627 -0.66
H -10.3719 3.9331 1.6252 0.275 -0.117 0.226 0.39
H -11.4729 4.8305 0.5721 0.204 0.170 -0.600 0.41
H -11.8344 3.1671 0.9666 -0.069 0.232 0.349 0.34
H -11.0660 3.9610 4.2340 -0.480 0.326 -0.544 0.41
H -12.6293 4.9565 5.9273 -0.021 -0.245 0.089 0.54
H -15.0300 6.6238 2.6997 0.415 -0.444 0.575 0.20
H -13.5485 5.5441 1.0361 -0.228 0.202 0.440 0.43
C -17.6212 12.8110 6.4386 1.187 0.868 -1.088 -1.74
C -17.9908 11.4810 5.8849 -0.553 -0.840 -1.151 0.77
C -17.3743 11.0180 4.6530 0.505 0.882 1.412 -0.55
C -17.8317 9.8736 4.0267 -0.918 -1.222 0.295 0.03
C -17.1618 9.2557 2.8179 -0.306 1.187 -0.003 -1.54
C -18.8905 9.1694 4.6495 1.128 -0.553 -0.077 -0.70
C -19.2058 9.3325 6.0397 -0.536 0.201 1.140 1.82
C -18.9065 10.6570 6.5234 0.925 0.174 -0.186 -1.10
N -19.6013 8.2244 6.7616 0.159 2.101 -0.773 0.03
C -19.9398 8.1519 8.2152 0.586 -0.038 -0.376 0.84
C -20.3689 6.7094 8.5538 0.535 -0.634 -1.091 -1.56
C -20.7503 6.6144 9.9880 -0.445 -0.728 1.807 0.57
C -21.8936 7.5922 10.2957 0.348 -0.862 0.937 -1.62
C -21.4418 9.0147 10.0442 -0.529 0.278 0.576 0.44
C -20.2155 9.3435 10.9078 0.123 0.301 -0.456 -1.23
C -19.0854 8.3815 10.5703 0.753 -0.355 0.412 0.46
C -19.5724 6.9673 10.9060 0.641 -0.517 -0.493 -1.60
C -18.6971 8.4488 9.0625 0.278 0.757 0.779 -1.18
C -21.0581 9.1385 8.5688 -0.864 -0.421 -0.003 -1.36
H -16.5204 12.8635 6.5350 -0.408 -0.043 0.132 0.38
H -18.0547 13.0353 7.3835 -0.400 -0.037 0.785 0.41
H -17.8607 13.6673 5.7609 -0.058 -0.831 0.277 0.35
H -16.4749 11.5636 4.2962 -0.840 -0.386 0.031 0.42
H -16.9991 10.0317 2.0555 0.294 -0.315 0.217 0.53
H -17.8178 8.5210 2.3745 -0.017 -0.421 -0.078 0.29
H -16.2174 8.8050 3.1554 -0.272 0.134 -0.295 0.17
H -19.4661 8.4382 4.1002 0.009 -0.404 -0.386 0.61
H -19.2741 11.0083 7.4539 -0.281 0.013 0.708 0.34
H -19.5616 5.9417 8.3898 -0.186 0.764 -0.151 0.51
H -21.2174 6.3612 7.9650 -0.145 0.264 -0.368 0.22
H -21.1069 5.5685 10.2081 0.374 0.935 -0.213 0.33
H -22.1614 7.4366 11.3473 -0.030 0.209 -0.073 0.53
H -22.7420 7.2538 9.7315 -0.685 0.344 -0.515 0.50
H -22.2305 9.7466 10.3524 0.393 -0.587 -0.691 0.29
H -20.4568 9.3001 11.9791 0.058 0.007 -0.303 0.48
H -19.9024 10.3644 10.6609 -0.029 0.057 0.239 0.46
H -18.1831 8.6160 11.1878 -0.606 -0.114 -0.535 0.30
H -19.8685 6.9007 11.9420 -0.276 0.152 0.374 0.58
H -18.7555 6.2310 10.8238 -0.140 0.187 -0.280 0.42
H -17.8486 7.7620 8.8894 -0.397 0.029 -0.181 0.47
H -18.3429 9.4641 8.8223 0.008 -0.265 0.122 0.43
H -20.7900 10.1639 8.4171 0.349 0.525 -0.447 0.37
H -21.9190 8.9029 7.9227 0.116 0.183 0.184 0.44
```
Forces are in eV/Å.

Computed properties:
frontier orbital gap (spin up / spin down): 4.4 / 2.7 eV
HOMO (spin up / spin down): -0.459 / -0.459 Ha
total charge: +2
LUMO energy (spin up / spin down): -8.1 / -9.8 eV

2.
The following is a quantum chemistry calculation of a cluster of 4 separate species, C38H54BCl2F6N6O5S in total in a non-equilibrium geometry, from OMol25.

Geometry as XYZ:
```
113
Properties=species:S:1:pos:R:3:forces:R:3:mulliken_charge:R:1
C 4.7913 -3.0141 3.0195 0.021 0.317 0.136 -1.35
C 3.9105 -2.2086 2.0521 0.011 0.097 0.330 -0.11
C 3.2368 -1.0492 2.7897 0.218 -0.537 0.428 -1.37
N 2.1434 -0.5003 1.9816 0.106 0.547 -0.136 1.78
C 1.7683 0.8534 1.9105 1.596 -0.723 0.057 -1.46
N 2.2444 1.5645 3.0974 -0.460 0.035 -0.254 1.01
C 3.1451 2.6835 3.1076 -0.054 -0.941 0.223 0.22
O 2.9281 3.8075 2.9114 -0.111 0.954 -0.486 -0.38
F 4.3499 2.2442 3.5066 -0.124 0.153 0.076 -0.28
C 1.7809 1.3745 4.4296 0.655 -0.972 -0.872 0.40
O 1.5430 2.2512 5.1615 -0.082 0.633 0.827 -0.45
F 1.7678 0.0921 4.7680 -0.397 0.305 0.211 -0.19
C 2.2929 1.4338 0.5033 -0.503 0.783 -0.282 0.97
C 3.8155 1.1856 0.5198 0.024 -0.275 -0.112 -1.48
C 4.7553 1.8621 -0.4619 0.602 0.092 0.568 1.36
C 6.1971 1.4683 -0.1302 -0.216 -0.380 -0.244 -1.62
Cl 4.4205 1.3527 -2.1395 0.155 -0.042 -0.212 -0.19
C 1.7465 2.8374 0.1422 -0.024 -0.356 0.286 -1.42
C 1.7948 3.5153 -1.2524 0.095 1.150 -0.453 -0.44
N 0.6423 4.4570 -1.1503 0.306 -0.105 -0.085 -0.51
N 1.5076 2.7143 -2.4105 -0.784 -0.575 0.470 0.18
N 3.0022 4.3182 -1.5087 -0.019 -0.247 0.020 -0.42
O 1.8048 0.5992 -0.5542 0.370 -0.591 0.259 -0.49
C 0.5810 -0.0673 -0.5481 -0.598 -0.174 0.030 0.09
Cl 0.8660 -1.8694 -0.3926 0.194 -0.108 -0.053 -0.20
B 0.0834 0.2206 -2.0855 0.052 0.044 -0.155 0.60
C 0.7628 -0.5271 -3.2609 0.029 0.275 -0.193 -0.68
O -0.8901 1.1685 -2.2325 -0.296 0.023 0.123 -0.87
C -0.4516 0.4915 0.4136 0.155 0.724 0.058 0.50
C -1.8739 -0.0879 0.3683 -0.308 -0.025 -0.147 -2.17
C -2.2131 -1.5716 0.1482 -0.279 -0.248 -0.005 -0.09
C -2.5720 -1.9237 -1.3130 -0.358 -0.287 0.158 -0.67
O -1.8392 -3.0101 -1.8646 0.259 0.227 0.065 -0.55
N 0.0680 0.8141 1.8825 -0.980 -0.949 0.386 0.50
S -0.4809 -0.6077 2.9578 -0.006 0.432 -0.525 -0.25
C -0.6504 2.0413 2.5225 -0.306 -0.324 -0.417 1.26
F -0.9073 1.7019 3.7812 -0.093 -0.076 0.757 -0.31
F 0.1911 3.0546 2.5823 0.736 0.657 -0.478 -0.24
C -1.9998 2.6718 1.9973 0.405 -0.131 0.154 -0.17
F -3.0205 1.9884 2.5132 -0.415 -0.152 0.033 -0.28
F -2.1126 2.7056 0.6677 0.019 0.202 -0.279 -0.17
H 5.7031 -3.3601 2.5359 -0.114 -0.180 -0.023 0.40
H 5.1089 -2.3840 3.8571 0.014 -0.041 -0.059 0.33
H 4.2543 -3.8613 3.4449 0.059 -0.010 -0.055 0.34
H 3.1189 -2.8475 1.6538 0.170 -0.024 -0.266 0.21
H 4.5362 -1.8260 1.2426 -0.229 -0.062 -0.183 0.15
H 3.9983 -0.3098 3.0539 -0.159 0.119 -0.058 0.30
H 2.8529 -1.4590 3.7253 -0.033 0.097 -0.099 0.57
H 2.1543 -0.9317 1.0698 -0.101 -0.036 -0.004 -0.14
H 4.2345 1.3678 1.5072 -0.034 0.099 -0.021 0.58
H 3.9387 0.1111 0.3570 -0.028 0.104 0.055 0.14
H 4.7058 2.9476 -0.4087 -0.291 -0.095 -0.182 0.14
H 6.3221 0.3876 -0.2473 -0.009 0.066 0.066 0.37
H 6.4407 1.7320 0.9001 0.043 0.134 -0.060 0.41
H 6.8862 1.9464 -0.8249 0.009 0.083 0.142 0.43
H 2.0940 3.6030 0.8214 0.223 0.066 0.282 0.77
H 0.6828 2.7785 0.3202 -0.142 0.030 0.068 -0.58
H 0.7154 5.0608 -1.9682 -0.097 -0.036 0.009 0.38
H 0.8349 5.0991 -0.3828 -0.080 -0.065 0.029 0.30
H 1.2959 3.2706 -3.2266 0.277 0.087 -0.035 0.38
H 2.1349 1.9467 -2.5985 0.203 0.288 -0.030 -0.11
H 3.6570 3.8221 -2.0989 0.013 0.036 0.069 0.32
H 3.4675 4.6396 -0.6693 -0.044 0.112 -0.026 0.32
H 1.8325 -0.6845 -3.1001 -0.050 -0.194 0.097 0.08
H 0.2864 -1.5032 -3.4018 0.070 -0.061 0.047 0.31
H 0.6312 0.0448 -4.1840 0.108 -0.377 0.159 0.35
H -0.5587 2.0798 -2.3022 0.098 -0.114 -0.051 0.31
H -0.5745 1.4798 -0.0172 0.040 0.084 0.180 0.57
H -2.4262 0.2603 1.2375 0.216 -0.057 0.062 0.40
H -2.3380 0.4548 -0.4580 0.071 0.004 0.005 0.72
H -1.4705 -2.2863 0.4915 0.103 0.164 0.083 -0.43
H -3.0967 -1.7794 0.7595 0.062 0.071 -0.013 0.56
H -3.6390 -2.1747 -1.3437 0.046 0.111 -0.072 0.37
H -2.4320 -1.0665 -1.9748 0.138 -0.077 -0.057 0.23
H -1.7398 -3.6911 -1.1906 -0.126 -0.017 -0.078 0.39
H -0.1530 -1.4997 2.0166 0.062 -0.075 -0.020 0.17
H -1.9873 3.6950 2.3832 -0.093 -0.049 0.055 0.39
C -1.1915 1.7527 -7.7133 -0.013 -0.012 0.001 -0.54
C -0.1071 2.4532 -8.2226 0.007 0.010 -0.011 -0.38
C 0.9168 2.8603 -7.3795 0.036 0.009 -0.007 -0.72
C 0.8587 2.5603 -6.0257 -0.083 -0.012 -0.048 -0.32
C -0.2267 1.8580 -5.5167 0.037 0.234 -0.134 0.46
C -1.2533 1.4566 -6.3594 -0.002 -0.006 -0.021 -0.60
H -1.9897 1.4381 -8.3725 -0.003 -0.001 -0.007 0.37
H -0.0598 2.6829 -9.2788 -0.001 0.006 -0.005 0.38
H 1.7595 3.4102 -7.7774 0.007 -0.003 -0.007 0.38
H 1.6653 2.8789 -5.3754 0.037 -0.024 -0.009 0.40
H -0.2756 1.6224 -4.4666 -0.149 0.156 -0.024 0.36
H -2.0995 0.9122 -5.9606 -0.004 -0.004 0.008 0.41
C -7.4486 -2.3654 -0.8804 0.001 -0.013 0.021 -0.42
C -8.3587 -2.7323 0.1010 0.005 -0.009 0.005 -0.41
C -8.3504 -2.0908 1.3321 -0.005 -0.004 0.003 -0.37
C -7.4353 -1.0780 1.5827 0.011 -0.003 0.007 -0.53
C -6.5265 -0.7087 0.6008 0.031 -0.016 0.007 -0.31
C -6.5327 -1.3538 -0.6286 0.069 0.025 -0.017 -0.31
H -7.4541 -2.8660 -1.8398 -0.006 0.005 -0.007 0.38
H -9.0767 -3.5179 -0.0942 -0.002 -0.005 0.002 0.37
H -9.0600 -2.3792 2.0964 -0.009 0.003 0.000 0.37
H -7.4340 -0.5745 2.5407 -0.003 0.002 0.004 0.37
H -5.8164 0.0871 0.7932 -0.008 0.014 -0.007 0.45
H -5.8244 -1.0635 -1.3952 -0.029 0.021 -0.021 0.45
C -2.4400 -5.9085 4.0043 -0.007 -0.006 -0.001 -0.40
C -2.0147 -4.6821 4.4944 -0.059 0.024 -0.023 -0.82
C -1.1873 -3.8830 3.7197 0.101 0.041 -0.039 -0.30
C -0.7784 -4.3104 2.4635 0.015 0.033 0.008 0.39
C -1.2044 -5.5369 1.9745 -0.023 0.005 -0.019 -0.55
C -2.0368 -6.3348 2.7464 -0.010 -0.012 -0.002 -0.52
H -3.0857 -6.5346 4.6052 -0.002 -0.006 0.004 0.39
H -2.3285 -4.3501 5.4749 0.006 -0.003 0.008 0.40
H -0.8393 -2.9342 4.1178 0.012 -0.034 0.049 0.49
H -0.1147 -3.6982 1.8623 0.050 -0.015 0.000 0.37
H -0.8843 -5.8753 0.9971 0.020 -0.011 0.002 0.43
H -2.3666 -7.2936 2.3694 -0.009 -0.004 -0.002 0.39
```
Forces are in eV/Å.

Computed properties:
frontier orbital gap: 8.0 eV
HOMO: -0.406 Ha
total charge: +1
LUMO energy: -3.0 eV

How do the records compare in E? In the order shown, they have -124818.928 -112313.446 eV.